Run A
{"formula": "C2H7NO2", "method": "ωB97M-V with the def2-TZVPD basis set", "elements": ["O", "O", "N", "C", "C", "H", "H", "H", "H", "H", "H", "H"], "positions_angstrom": [[-0.54569, 0.65372, -1.46941], [0.84140, -1.55542, -2.22992], [-0.97760, -0.00020, 1.75441], [-0.16881, 1.19309, -0.46035], [0.06670, 0.32594, 0.75680], [-0.64085, 0.10530, 2.69270], [0.02278, 2.27599, -0.38224], [0.90043, 0.61973, 1.41111], [0.50394, -0.54961, 0.23718], [-0.06265, -1.31189, -2.01300], [-1.30963, -0.93122, 1.60102], [1.36998, -0.82543, -1.89830]], "nbo_charge": [-0.527, -0.941, -0.824, 0.440, -0.347, 0.368, 0.122, 0.200, 0.199, 0.484, 0.369, 0.459], "e_lumo_ev": 0.42, "homo_ev": -9.748}

Run B
{"formula": "C2H7NO2", "method": "ωB97M-V with the def2-TZVPD basis set", "elements": ["O", "O", "N", "C", "C", "H", "H", "H", "H", "H", "H", "H"], "positions_angstrom": [[-0.05458, 2.48461, -0.22181], [-0.16008, -2.13106, 0.35710], [-0.45012, 0.46628, -1.23102], [0.31361, -1.63587, 1.57418], [0.33999, 1.53061, -0.85256], [-0.26940, -2.00446, 2.43538], [-1.42158, 0.65390, -0.99000], [0.10962, -0.55400, 1.65832], [-0.26414, -0.39948, -0.73688], [1.37958, -1.75022, 1.78608], [0.02199, -3.07231, 0.29876], [1.40365, 1.43862, -1.11195]], "nbo_charge": [-0.576, -0.734, -0.862, -0.265, 0.534, 0.168, 0.374, 0.186, 0.413, 0.172, 0.481, 0.108], "e_lumo_ev": 0.62, "homo_ev": -9.882}

Referenced to the most stable arrangement, the calculated values in hartree are run A 0.0228; run B 0.0000.

Run A
{"formula": "CH5NO3", "method": "ωB97M-V with the def2-TZVPD basis set", "elements": ["O", "O", "O", "N", "C", "H", "H", "H", "H", "H"], "positions_angstrom": [[-1.62763, -0.38678, -0.55146], [-0.71418, 1.26878, 0.68683], [-0.61537, -0.94058, 1.28299], [1.92587, 0.34042, -0.44173], [-0.87562, 0.07759, 0.45793], [1.77209, -0.64931, -0.25770], [-1.00324, -1.71898, 0.84054], [1.56371, 0.96444, 0.31248], [1.48475, 0.61468, -1.31690], [-1.91039, 0.42975, -1.01297]], "nbo_charge": [-0.706, -0.629, -0.661, -1.097, 0.981, 0.360, 0.500, 0.385, 0.357, 0.511], "e_lumo_ev": 0.30, "homo_ev": -9.717}

Run B
{"formula": "CH5NO3", "method": "ωB97M-V with the def2-TZVPD basis set", "elements": ["O", "O", "O", "N", "C", "H", "H", "H", "H", "H"], "positions_angstrom": [[0.45983, 1.49554, -0.84090], [-0.94351, -1.37605, 0.53583], [1.43972, -0.57918, -1.17163], [-0.80531, -0.04363, 1.13586], [1.24655, 0.45549, -0.58868], [-0.19370, 1.20771, -1.54373], [1.69207, 0.67105, 0.51211], [-0.05036, -1.70839, 0.31611], [-1.21281, -0.17136, -0.08353], [-1.63247, 0.04883, 1.72857]], "nbo_charge": [-0.661, -0.660, -0.610, -0.603, 0.662, 0.483, 0.121, 0.489, 0.444, 0.335], "e_lumo_ev": 0.46, "homo_ev": -9.441}

Referenced to the most stable arrangement, the calculated values in hartree are run A 0.0000; run B 0.1918.

Run A
{"formula": "C6H8N2O3S", "method": "ωB97M-V with the def2-TZVPD basis set", "elements": ["S", "O", "O", "O", "N", "N", "C", "C", "C", "C", "C", "C", "H", "H", "H", "H", "H", "H", "H", "H"], "positions_angstrom": [[0.44121, 1.40426, 0.67282], [-0.88350, 1.98889, 0.64943], [1.34259, 1.69233, 1.80350], [-3.71436, -0.63440, -1.27529], [-3.57958, 1.40743, -0.10973], [1.05839, -1.09795, 1.40218], [0.22152, -1.25569, -0.71043], [0.78002, -2.54240, -0.31886], [1.31276, 1.94329, -0.90502], [1.20008, -2.43875, 1.01138], [-3.59077, 0.35754, -0.65351], [0.46383, -0.42690, 0.38255], [-0.42686, -1.09380, -1.66077], [1.81202, 0.96297, -1.18081], [1.53779, -0.49712, 2.03215], [0.83215, -3.42723, -0.83384], [1.98791, 2.87862, -0.80646], [0.48008, 2.16570, -1.49225], [1.51229, -3.30426, 1.59821], [-2.78757, 1.91746, 0.39475]], "nbo_charge": [2.104, -0.951, -0.933, -0.548, -0.775, -0.514, -0.292, -0.271, -0.823, -0.059, 0.843, -0.155, 0.261, 0.252, 0.446, 0.223, 0.263, 0.232, 0.231, 0.466], "e_lumo_ev": 0.60, "homo_ev": -9.348}

Run B
{"formula": "C6H8N2O3S", "method": "ωB97M-V with the def2-TZVPD basis set", "elements": ["S", "O", "O", "O", "N", "N", "C", "C", "C", "C", "C", "C", "H", "H", "H", "H", "H", "H", "H", "H"], "positions_angstrom": [[2.42236, -0.49565, -0.47447], [-1.93148, -2.21877, -0.17161], [0.15120, -2.51879, -0.09909], [3.28622, 0.67336, -0.70900], [-0.83127, -1.78234, -0.13217], [0.69233, 1.53665, -0.34856], [-0.64205, 1.85054, -0.31752], [2.57209, -1.11391, 1.23164], [0.86859, 0.22478, -0.15609], [-2.92449, 0.65030, -0.40985], [-1.39043, 0.69980, -0.25719], [-0.63455, -0.41712, -0.13040], [3.62074, -1.46211, 1.34045], [-3.13232, 0.61435, -1.47398], [-3.31354, 1.43889, 0.07826], [2.05220, -0.34310, 1.90622], [-1.05932, 2.81419, -0.49521], [-3.27286, -0.27086, -0.03432], [1.45746, 2.09416, -0.55016], [2.00913, -1.97436, 1.20305]], "nbo_charge": [1.324, -0.373, -0.443, -0.991, 0.514, -0.446, -0.109, -0.816, -0.077, -0.619, -0.030, -0.020, 0.245, 0.224, 0.213, 0.242, 0.224, 0.241, 0.447, 0.251], "e_lumo_ev": -0.46, "homo_ev": -8.602}

Referenced to the most stable arrangement, the calculated values in hartree are run A 0.0000; run B 0.1265.

Run A
{"formula": "C8H11N", "method": "ωB97M-V with the def2-TZVPD basis set", "elements": ["N", "C", "C", "C", "C", "C", "C", "C", "C", "H", "H", "H", "H", "H", "H", "H", "H", "H", "H", "H"], "positions_angstrom": [[-0.27165, 2.04914, 0.46901], [0.87815, 0.55702, -0.74101], [0.78419, 1.01146, 0.70532], [0.75357, -1.36291, 0.54127], [-0.63209, 1.04063, -0.68182], [-0.07143, -0.24534, 1.11659], [1.15937, -0.86541, -0.84596], [-1.24547, 0.01989, 0.19168], [-2.36369, -0.70710, -0.12680], [1.52220, 1.11571, -1.30153], [1.65858, -1.36335, 1.17550], [-1.24791, 1.47301, -1.41252], [-2.74063, -0.39643, -1.19639], [0.26996, 2.81859, -0.01488], [0.28043, -2.36141, 0.59542], [-0.09759, -0.26009, 2.26105], [1.67098, 1.28190, 1.23864], [2.19899, -1.18917, -1.11748], [0.34547, -1.31929, -1.51872], [-2.85142, -1.29685, 0.66260]], "nbo_charge": [-0.585, -0.251, -0.062, -0.387, -0.099, -0.281, -0.427, 0.044, -0.439, 0.212, 0.198, 0.209, 0.210, 0.337, 0.219, 0.239, 0.201, 0.225, 0.215, 0.221], "e_lumo_ev": 1.02, "homo_ev": -9.085}

Run B
{"formula": "C8H11N", "method": "ωB97M-V with the def2-TZVPD basis set", "elements": ["N", "C", "C", "C", "C", "C", "C", "C", "C", "H", "H", "H", "H", "H", "H", "H", "H", "H", "H", "H"], "positions_angstrom": [[-0.03255, 0.08255, 0.25523], [1.34184, 0.40744, 0.12034], [-0.29477, -1.24830, 0.02140], [0.90497, -1.87418, -0.28747], [2.10522, 1.75522, 0.09072], [-1.75999, -1.00422, 0.25052], [-2.17999, 1.32474, -0.58565], [1.86760, -0.83637, -0.20944], [-1.52870, 0.52583, 0.47937], [3.18462, 1.83058, 0.16803], [1.88070, 2.49117, 0.92499], [1.83660, 2.29100, -0.80350], [2.87785, -1.11393, -0.47846], [1.04649, -2.99788, -0.26887], [-2.24794, -1.56678, 1.12314], [-1.79506, 2.46380, -0.57515], [-1.62956, 0.92184, 1.46730], [-1.85744, 0.83478, -1.50368], [-3.32618, 1.24531, -0.52699], [-2.47934, -1.27873, -0.59206]], "nbo_charge": [-0.330, 0.101, 0.120, -0.329, -0.644, -0.420, -0.629, -0.274, -0.008, 0.238, 0.214, 0.214, 0.214, 0.227, 0.218, 0.218, 0.205, 0.222, 0.229, 0.214], "e_lumo_ev": 0.97, "homo_ev": -7.671}

Referenced to the most stable arrangement, the calculated values in hartree are run A 0.0231; run B 0.0000.

Run A
{"formula": "C4H12O2S", "method": "ωB97M-V with the def2-TZVPD basis set", "elements": ["S", "O", "O", "C", "C", "C", "C", "H", "H", "H", "H", "H", "H", "H", "H", "H", "H", "H", "H"], "positions_angstrom": [[-2.66006, 1.27062, -0.71088], [2.93027, 0.39858, -1.45045], [2.37667, -1.22890, 1.10240], [-0.42890, -0.55659, -0.23911], [1.50842, -0.31528, 1.49767], [-0.02275, -0.42251, 1.22024], [-1.90755, -0.52777, -0.53768], [-0.49627, 0.45970, 1.72221], [1.58179, -0.23404, 2.63679], [3.71513, 0.35967, -0.93686], [0.18736, -1.48189, -0.49643], [-0.34629, -1.35208, 1.68040], [0.10280, 0.27503, -0.84346], [-2.35510, -1.13824, -1.29461], [-2.71955, 1.51701, 0.61968], [2.22595, 0.58014, 1.00479], [-2.24874, -1.06054, 0.44551], [2.47848, -1.52572, 0.22083], [3.08455, 0.84652, -2.24703]], "nbo_charge": [-0.094, -0.947, -0.753, -0.447, -0.029, -0.435, -0.464, 0.208, 0.173, 0.475, 0.209, 0.197, 0.219, 0.229, 0.129, 0.155, 0.209, 0.489, 0.476], "e_lumo_ev": 0.60, "homo_ev": -9.163}

Run B
{"formula": "C4H12O2S", "method": "ωB97M-V with the def2-TZVPD basis set", "elements": ["S", "O", "O", "C", "C", "C", "C", "H", "H", "H", "H", "H", "H", "H", "H", "H", "H", "H", "H"], "positions_angstrom": [[2.84333, -1.29286, -2.24804], [-1.24525, 0.36424, 1.31573], [-0.88186, 2.19965, 4.19609], [-0.67697, 0.74747, 0.02634], [-1.03231, -0.36004, -0.97378], [1.34638, -1.22336, -1.18497], [0.14707, -0.61084, -1.92191], [0.38376, 0.87743, 0.24425], [-0.58586, 1.39179, 4.58816], [-1.03482, 1.72226, -0.28984], [-1.21551, -1.29649, -0.44626], [1.20212, -2.27567, -0.92788], [-1.94809, 0.01212, -1.42827], [-1.13798, 1.16628, 1.82362], [-1.24912, 2.80586, 4.81976], [0.49805, 0.36976, -2.26294], [3.03675, -2.59604, -2.30742], [-0.04849, -1.24439, -2.78250], [1.59880, -0.75718, -0.24015]], "nbo_charge": [-0.063, -0.731, -0.959, -0.063, -0.427, -0.502, -0.407, 0.156, 0.481, 0.163, 0.216, 0.216, 0.216, 0.473, 0.480, 0.197, 0.120, 0.219, 0.215], "e_lumo_ev": 0.71, "homo_ev": -9.003}

Referenced to the most stable arrangement, the calculated values in hartree are run A 0.0639; run B 0.0000.

Run A
{"formula": "C5H11N2", "method": "ωB97M-V with the def2-TZVPD basis set", "elements": ["N", "N", "C", "C", "C", "C", "C", "H", "H", "H", "H", "H", "H", "H", "H", "H", "H", "H"], "positions_angstrom": [[-0.32080, 1.06160, 0.03562], [-1.03473, -1.37965, -0.44222], [1.32794, -0.12466, -1.44491], [0.47114, -0.22681, -0.14870], [-1.97974, -0.65783, -0.08173], [-1.59666, 0.62759, 0.59547], [1.11585, -0.61759, 1.13045], [1.24643, -1.74137, 1.18361], [0.25771, 1.66894, 0.73283], [-0.43420, 1.37135, -0.96912], [2.17789, -0.34581, 1.08187], [0.97066, 0.64462, -2.24338], [-1.55651, 0.61184, 1.64932], [1.54877, -0.98615, -2.07107], [0.65143, -0.33486, 2.05585], [2.34954, 0.15711, -1.28878], [-2.88721, -1.09149, -0.20038], [-2.30749, 1.36317, 0.42527]], "nbo_charge": [-0.578, -0.071, -0.711, 0.282, -0.081, -0.274, -0.748, 0.278, 0.466, 0.463, 0.258, 0.220, 0.247, 0.272, 0.236, 0.242, 0.253, 0.246], "s_squared": 2.011, "charge": 1, "e_lumo_ev": [-3.61, -6.68], "homo_ev": [-10.013, -16.123], "multiplicity": 3}

Run B
{"formula": "C5H11N2", "method": "ωB97M-V with the def2-TZVPD basis set", "elements": ["N", "N", "C", "C", "C", "C", "C", "H", "H", "H", "H", "H", "H", "H", "H", "H", "H", "H"], "positions_angstrom": [[0.62345, 0.14887, -0.05709], [-0.26518, 0.04654, -0.86246], [-0.28889, -1.36210, 2.11416], [-1.41972, -1.31158, 1.47545], [1.90682, 0.83745, -0.11230], [-2.41759, -1.15286, 0.74521], [-0.19893, 0.97802, -2.00032], [2.62113, 0.14248, 0.27544], [1.85423, 1.55739, 0.63892], [-2.65194, -0.73990, -0.22352], [2.16162, 1.25921, -1.05159], [-3.35480, -1.65629, 1.22652], [-0.28063, 1.97770, -1.69443], [-0.22794, -1.04924, 3.12184], [-0.93796, 0.81337, -2.78667], [0.85962, 0.80244, -2.38176], [0.27010, -2.27600, 1.99818], [0.40261, -0.45491, 0.96614]], "nbo_charge": [-0.300, 0.050, -0.643, 0.287, -0.417, -0.509, -0.452, 0.237, 0.232, 0.293, 0.235, 0.313, 0.220, 0.280, 0.255, 0.231, 0.264, 0.423], "s_squared": 2.009, "charge": 1, "e_lumo_ev": [-3.70, -7.66], "homo_ev": [-11.968, -14.488], "multiplicity": 3}

Run C
{"formula": "C5H11N2", "method": "ωB97M-V with the def2-TZVPD basis set", "elements": ["N", "N", "C", "C", "C", "C", "C", "H", "H", "H", "H", "H", "H", "H", "H", "H", "H", "H"], "positions_angstrom": [[-1.80515, -0.75653, 1.17351], [1.00481, -0.87989, 1.40402], [-0.72529, 0.02723, 0.03855], [0.62568, -0.30359, 0.25076], [1.61181, 1.02901, -0.33375], [-1.57384, 0.82063, -0.92326], [1.49698, -0.32146, -1.03815], [0.59243, -0.60892, 2.22520], [-2.20278, 0.06155, -1.44286], [2.35441, -0.91983, -0.99963], [2.57227, 1.23407, 0.06388], [-2.77884, -0.88377, 0.78278], [-1.43196, -1.15398, 1.96248], [-1.06841, 1.52711, -1.62018], [1.08754, 1.89949, -0.57573], [-2.28083, 1.29976, -0.25996], [1.62641, -1.57473, 1.24040], [0.89476, -0.49615, -1.94806]], "nbo_charge": [-0.820, -0.560, 0.225, 0.147, -0.230, -0.707, -0.425, 0.419, 0.249, 0.244, 0.233, 0.420, 0.374, 0.252, 0.232, 0.263, 0.415, 0.270], "s_squared": 2.014, "charge": 1, "e_lumo_ev": [-2.86, -7.45], "homo_ev": [-11.449, -13.571], "multiplicity": 3}

Referenced to the most stable arrangement, the calculated values in hartree are run A 0.0276; run B 0.0661; run C 0.0000.